# 1
{
  "formula": "C3H9NO",
  "method": "the ωB97M-V functional and the def2-TZVPD basis",
  "elements": ["O", "C", "H", "H", "C", "C", "N", "H", "H", "H", "H", "H", "H", "H"],
  "positions_angstrom": [[-1.08438, 2.14187, -0.50961], [-2.13939, 1.74003, -0.12934], [-2.67834, 0.92145, -0.63413], [-2.63136, 2.15950, 0.75818], [-0.03105, -1.44376, -0.00711], [1.35821, -0.88748, 0.22428], [1.33535, 0.58030, 0.20876], [-0.09842, -2.49603, -0.26056], [-0.48541, -0.91763, -0.85556], [-0.62236, -1.08654, 0.83727], [2.12766, -1.30876, -0.43648], [1.70858, -1.19801, 1.21684], [0.96924, 0.86627, -0.69489], [2.27168, 0.92878, 0.28234]],
  "relative_energy_kj_mol": 166.89,
  "total_charge": 0,
  "largest_force_ev_per_a": 1.41,
  "homo_energy_ev": -9.07,
  "homo_lumo_gap_ev": 10.0
}



# 2
{
  "formula": "C3H9NO",
  "method": "the ωB97M-V functional and the def2-TZVPD basis",
  "elements": ["C", "C", "C", "N", "H", "H", "H", "H", "H", "H", "H", "H", "H", "O"],
  "positions_angstrom": [[-2.00533, 1.48318, -1.29546], [-1.57981, 0.58828, -0.17284], [-0.52248, -0.19178, -0.34754], [-0.08769, -1.12546, 0.66819], [-2.88852, 1.12513, -1.82822], [-2.24048, 2.52595, -1.04930], [-1.19494, 1.62973, -2.01410], [-2.10597, 0.55811, 0.77164], [-0.01201, -0.36139, -1.28700], [0.87343, -1.36292, 0.57913], [-0.13584, -0.58504, 1.52753], [4.67551, -1.31294, 1.16061], [3.31070, -1.85594, 1.59724], [3.91344, -1.11490, 1.69010]],
  "relative_energy_kj_mol": 133.46,
  "total_charge": 0,
  "largest_force_ev_per_a": 1.94,
  "homo_energy_ev": -8.30,
  "homo_lumo_gap_ev": 9.0
}



# 3
{
  "formula": "C3H9NO",
  "method": "the ωB97M-V functional and the def2-TZVPD basis",
  "elements": ["C", "C", "C", "N", "H", "H", "H", "H", "H", "H", "H", "H", "H", "O"],
  "positions_angstrom": [[-1.14508, -0.30055, -0.29679], [0.18686, -0.92799, -0.41113], [0.54189, -2.08675, -0.98597], [1.16942, -0.23590, 0.37360], [-1.24562, 0.07477, 0.72302], [-1.15070, 0.63986, -0.86044], [-1.94447, -0.96493, -0.58728], [1.58109, -2.32387, -0.86107], [-0.21421, -2.68189, -1.47201], [1.19548, 0.76921, 0.28432], [2.10870, -0.54644, 0.18761], [-0.24506, 3.59605, 1.00092], [-0.61837, 2.35357, 1.86381], [-0.21994, 2.63488, 1.04142]],
  "relative_energy_kj_mol": 106.14,
  "total_charge": 0,
  "largest_force_ev_per_a": 1.84,
  "homo_energy_ev": -8.05,
  "homo_lumo_gap_ev": 8.7
}



# 4
{
  "formula": "C3H9NO",
  "method": "the ωB97M-V functional and the def2-TZVPD basis",
  "elements": ["C", "N", "H", "H", "H", "H", "H", "C", "C", "O", "H", "H", "H", "H"],
  "positions_angstrom": [[0.03647, -2.78521, -1.48782], [-1.03615, -3.78858, -1.44825], [-0.29565, -1.72571, -1.64058], [0.48728, -2.58323, -0.48694], [0.74569, -3.10870, -2.23683], [-0.62581, -4.62521, -1.41159], [-1.51495, -3.74462, -2.31540], [1.16875, 2.16350, 0.35026], [0.33649, 2.04064, 1.33807], [-0.56749, 2.99714, 1.65838], [2.20509, 1.64626, 0.46721], [1.38044, 3.07953, -0.35347], [0.28694, 1.15740, 1.94952], [-0.12639, 3.93365, 1.69569]],
  "relative_energy_kj_mol": 293.56,
  "total_charge": 0,
  "largest_force_ev_per_a": 6.00,
  "homo_energy_ev": -9.37,
  "homo_lumo_gap_ev": 10.2
}



# 5
{
  "formula": "C3H9NO",
  "method": "the ωB97M-V functional and the def2-TZVPD basis",
  "elements": ["C", "C", "H", "H", "H", "H", "N", "C", "O", "H", "H", "H", "H", "H"],
  "positions_angstrom": [[2.40083, -2.71948, 0.82594], [3.61553, -3.04982, 1.27129], [2.14095, -3.01599, -0.26021], [1.75913, -2.05988, 1.47203], [4.45501, -3.30639, 0.65840], [3.91538, -3.01766, 2.31961], [-1.42851, 1.54329, -0.50864], [-2.26969, 2.36293, -1.20580], [-3.55870, 2.28780, -0.46700], [-0.47308, 1.85130, -0.35400], [-1.63742, 1.11176, 0.33515], [-1.88508, 3.32886, -1.00716], [-2.53514, 2.25456, -2.23377], [-4.49922, 2.42872, -0.84585]],
  "relative_energy_kj_mol": 323.48,
  "total_charge": 0,
  "largest_force_ev_per_a": 4.45,
  "homo_energy_ev": -8.95,
  "homo_lumo_gap_ev": 9.9
}



# 6
{
  "formula": "C3H9NO",
  "method": "the ωB97M-V functional and the def2-TZVPD basis",
  "elements": ["N", "C", "C", "C", "H", "H", "H", "H", "H", "H", "H", "H", "H", "O"],
  "positions_angstrom": [[-0.66198, -0.14965, -1.70674], [-0.62788, -0.61639, -0.32883], [1.28736, -1.13732, 1.13934], [0.80363, -0.42138, 0.16114], [0.21293, 0.06307, -2.13810], [-1.39366, -0.56487, -2.25184], [-0.72885, -1.69909, -0.35678], [-1.36989, -0.07604, 0.25109], [2.28755, -1.04765, 1.54942], [0.72057, -1.81260, 1.77800], [1.42695, 0.31602, -0.30866], [-0.95989, 1.85026, 0.23701], [-0.54876, 2.70493, 1.43751], [-0.44808, 2.59069, 0.53744]],
  "relative_energy_kj_mol": 184.10,
  "total_charge": 0,
  "largest_force_ev_per_a": 3.07,
  "homo_energy_ev": -9.05,
  "homo_lumo_gap_ev": 10.1
}



# 7
{
  "formula": "C3H9NO",
  "method": "the ωB97M-V functional and the def2-TZVPD basis",
  "elements": ["C", "C", "C", "O", "N", "H", "H", "H", "H", "H", "H", "H", "H", "H"],
  "positions_angstrom": [[1.27155, 0.31568, 0.19373], [-0.07061, -0.50373, 0.07750], [-1.43339, 0.12878, -0.17851], [-1.81548, 0.05107, -1.56492], [1.91651, 0.00529, 1.45287], [0.96487, 1.36875, 0.13807], [1.79640, 0.09310, -0.72874], [-0.06060, -1.33564, 0.78123], [0.06076, -1.15759, -0.81007], [-1.58709, 1.19624, 0.01623], [-2.26561, -0.34359, 0.36737], [-1.26434, -0.56766, -2.06423], [2.92792, -0.03455, 1.43245], [1.63291, 0.66241, 2.17171]],
  "relative_energy_kj_mol": 160.72,
  "total_charge": 0,
  "largest_force_ev_per_a": 2.38,
  "homo_energy_ev": -9.28,
  "homo_lumo_gap_ev": 10.3
}



# 8
{
  "formula": "C3H9NO",
  "method": "the ωB97M-V functional and the def2-TZVPD basis",
  "elements": ["C", "O", "H", "H", "H", "C", "C", "N", "H", "H", "H", "H", "H", "H"],
  "positions_angstrom": [[-1.88449, 0.39897, 0.39575], [-0.56268, 0.63826, 0.78709], [-2.25947, -0.64201, 0.54471], [-2.54534, 1.04133, 0.98187], [-2.12367, 0.71265, -0.64128], [1.95555, 0.23938, 0.20411], [-0.21582, -0.73324, -0.45724], [1.10955, -0.44115, -0.80080], [1.75206, 1.29288, 0.34807], [3.00443, -0.00956, -0.00612], [1.67783, -0.25872, 1.13271], [-0.29589, -1.24806, 0.48498], [-0.75025, -1.10374, -1.32581], [1.13821, 0.11301, -1.64805]],
  "relative_energy_kj_mol": 395.27,
  "total_charge": 0,
  "largest_force_ev_per_a": 5.38,
  "homo_energy_ev": -8.74,
  "homo_lumo_gap_ev": 9.6
}